A cluster of 2 separate species, C5H14NS2 in total. Source: the OMol25 dataset; level of theory: ωB97M-V with the def2-TZVPD basis set.

```
22
Properties=species:S:1:pos:R:3:nbo_charge:R:1
H 2.13 -1.44 -2.49 0.2665
H -1.64 -0.24 2.93 0.2218
H 0.92 -1.26 1.19 0.2295
H 1.24 2.76 0.47 0.1854
H -0.01 0.47 3.04 0.2492
H 2.04 -0.05 -1.51 0.2693
C -0.97 0.42 2.53 -0.4189
H -0.87 1.79 -1.68 0.1585
C 0.05 -0.60 -2.21 -0.1813
H -0.53 0.07 -2.78 0.1877
C 1.45 -0.56 -2.35 -0.7748
S 1.39 1.45 0.75 0.0616
C -0.15 -1.42 1.03 -0.4023
N -0.74 -0.11 1.15 -0.4416
S -1.26 2.04 -0.42 0.0073
C -0.12 0.75 0.19 -0.2356
H -0.58 -1.46 -1.94 0.1926
H 1.87 0.22 -3.05 0.2582
H -1.69 -0.24 0.81 0.4424
H -0.27 -1.84 0.05 0.2426
H -1.61 1.32 2.54 0.2513
H -0.63 -2.06 1.76 0.2307
```

As for the spin multiplicity: 1. The charge is +1. The LUMO energy (alpha / beta) is -3.81 / -4.91 eV.

=====

A structure of composition C10H21Cl2O3PTm. Source: the OMol25 dataset; level of theory: ωB97M-V with the def2-TZVPD basis set.

```
38
Properties=species:S:1:pos:R:3:lowdin_spin:R:1
O -3.41 0.97 1.46 0.0000
Tm 0.82 -1.79 -1.55 2.0170
C 3.90 0.87 0.50 0.0001
H 2.58 0.62 3.42 0.0000
H 4.35 1.58 -0.20 0.0000
C -2.76 -0.36 -0.79 0.0000
H -3.35 2.59 -0.98 0.0000
C -4.16 1.79 2.36 0.0000
O -1.77 2.66 0.43 0.0000
H -2.33 4.03 -0.91 0.0000
Cl -0.45 -2.90 0.27 -0.0015
C 3.16 1.63 1.60 0.0000
H 2.59 2.43 1.11 0.0000
H 3.65 -0.75 -0.89 0.0018
C 1.72 -0.50 1.81 -0.0002
H -3.30 0.48 -1.27 0.0000
Cl 0.42 0.32 -2.88 -0.0022
H -4.65 2.62 1.82 0.0000
C -2.32 2.95 -0.87 0.0000
C 2.99 -0.11 -0.29 0.0013
H 1.31 1.45 2.61 0.0000
H -4.94 1.15 2.79 0.0000
H -3.55 2.20 3.18 0.0000
H 1.01 -1.08 2.43 0.0000
H 3.89 2.16 2.25 0.0000
H 1.96 -2.01 0.44 0.0013
C 2.16 0.77 2.43 -0.0001
H -1.68 2.55 -1.67 0.0000
C 2.11 -0.91 0.65 0.0006
H 4.76 0.35 0.94 0.0000
P -1.79 1.18 1.16 0.0001
C 0.77 -3.11 -3.33 -0.0204
H 0.69 -4.24 -3.39 0.0003
H -2.37 -1.01 -1.58 -0.0001
H -3.42 -0.94 -0.13 0.0000
O -1.60 0.11 -0.09 0.0005
H 1.44 -2.84 -4.21 0.0014
H 2.40 0.48 -1.03 0.0000
```

As for the spin multiplicity: 3. The charge is -1. The expectation value of S² is 2.005. The LUMO energy (alpha / beta) is 2.65 / 2.65 eV.

=====

The molecule O2S2. Source: the OMol25 dataset; level of theory: ωB97M-V with the def2-TZVPD basis set.

```
4
Properties=species:S:1:pos:R:3:nbo_charge:R:1
S -0.97 0.60 -0.04 0.8019
O 2.04 0.36 0.00 -0.8108
O -1.91 -0.52 0.02 -0.8226
S 0.83 -0.44 0.01 0.8316
```

As for the spin multiplicity: 1. The charge is 0. The LUMO energy (alpha / beta) is -1.78 / -1.72 eV.

=====

A structure of composition C21H30AsGeN2S2V. Source: the OMol25 dataset; level of theory: ωB97M-V with the def2-TZVPD basis set.

```
58
Properties=species:S:1:pos:R:3:lowdin_spin:R:1
C 5.63 3.65 0.13 -0.0001
H 0.15 -1.82 3.64 0.0001
H 0.16 -2.25 -3.26 -0.0225
H -1.74 1.31 4.49 0.0005
H 2.44 -3.39 -0.10 -0.0001
H 0.24 -5.90 -1.18 -0.0004
H -0.66 -5.24 -2.56 -0.0002
H -1.52 2.09 2.92 0.0001
C 3.46 4.19 -0.93 0.0041
V 0.18 -0.26 -1.47 1.3483
C -2.80 1.09 -3.50 0.0011
H 1.37 -4.24 1.03 -0.0005
C 2.27 3.76 -1.48 -0.0009
C -0.47 0.20 3.13 0.0068
C 0.19 -5.07 -1.90 -0.0037
H -2.15 2.58 -0.67 -0.0001
S 2.52 -0.26 -1.18 -0.0010
C 4.38 3.24 -0.45 0.0003
H -0.76 -0.99 4.92 0.0000
C -0.69 -1.14 3.84 0.0008
H 1.42 -2.46 0.99 -0.0003
C 1.47 -3.36 0.39 -0.0048
C 1.95 2.40 -1.57 0.0081
H -3.81 1.48 -3.45 -0.0004
C -0.28 -0.23 0.48 -0.0117
C -1.68 -3.44 0.03 -0.0076
H -2.84 1.38 0.43 -0.0001
C 4.07 1.89 -0.54 0.0015
H 4.79 1.17 -0.17 0.0000
H -2.11 1.89 -3.77 -0.0001
H -4.70 -0.34 -1.70 -0.0001
C 0.83 0.85 3.63 0.0028
H -1.60 -1.62 3.49 0.0001
H -3.86 2.09 -0.85 -0.0006
H 1.68 0.21 3.39 0.0003
C 0.09 -1.91 -2.23 -0.3180
C 2.87 1.44 -1.08 0.0031
As -2.27 0.34 -1.78 0.0030
Ge 0.03 -3.37 -0.93 -0.0400
C -2.86 1.76 -0.59 -0.0017
H -3.69 -1.70 -2.27 -0.0007
H -1.64 -4.19 0.83 -0.0008
H -2.50 -3.69 -0.64 0.0000
H -3.75 -1.31 -0.55 -0.0001
N 6.64 3.95 0.60 -0.0002
S 0.42 1.94 -2.30 -0.0096
H 1.56 4.49 -1.85 -0.0003
H -2.75 0.31 -4.26 0.0000
N 3.94 6.73 -0.78 0.0020
H -1.87 -2.47 0.49 -0.0001
H -2.59 0.69 3.06 0.0002
C -1.65 1.13 3.42 0.0032
C -0.36 -0.04 1.68 0.0388
H 0.79 0.99 4.71 0.0004
C -3.77 -0.89 -1.55 0.0004
C 3.74 5.60 -0.85 0.0007
H 0.99 1.81 3.15 0.0001
H 1.10 -5.09 -2.50 -0.0001
```

As for the spin multiplicity: 2. The charge is -1. The expectation value of S² is 0.943. The LUMO energy (alpha / beta) is 2.53 / 2.54 eV.

=====

A structure of composition C29H32INP3SeW. Source: the OMol25 dataset; level of theory: ωB97M-V with the def2-TZVPD basis set.

```
68
Properties=species:S:1:pos:R:3:lowdin_spin:R:1
C -2.90 -3.12 -3.74 -0.0005
H 4.67 2.91 -1.00 -0.0001
H 5.06 0.41 0.05 -0.0010
C -2.68 -0.96 1.70 0.0075
P 0.70 1.95 2.34 0.0355
H 0.89 -3.00 -1.29 0.0002
H 3.13 3.80 -0.90 0.0004
P -0.79 -0.81 -0.40 -0.0001
H 3.38 2.57 -2.16 -0.0002
C 1.33 -2.64 2.55 0.0013
H 0.51 0.50 -5.53 0.0006
C 0.31 -1.91 0.49 -0.0002
C 0.48 -1.78 1.87 -0.0009
H 3.60 1.40 2.34 0.0000
C -1.07 -0.88 -6.05 0.0012
C 1.02 -2.89 -0.22 -0.0004
H -2.37 1.46 -0.68 0.0008
H 4.25 2.86 1.61 0.0000
C -2.29 -2.69 -1.47 -0.0020
H 3.72 -0.70 0.43 0.0000
H -3.69 -4.22 -2.09 -0.0001
C -2.16 -0.26 0.61 0.0142
C 3.36 2.24 1.69 0.0042
H -3.48 -3.66 -4.48 0.0000
H 4.01 -0.19 -1.25 -0.0001
C -1.43 -1.69 -1.85 -0.0035
H -2.45 -2.91 -0.42 -0.0001
H -4.20 -0.98 3.21 -0.0001
C -3.76 -0.43 2.38 0.0005
C 3.59 2.84 -1.12 0.0049
C -3.78 1.50 0.93 -0.0002
C 1.87 -3.74 0.47 0.0001
H 0.33 0.26 4.02 0.0001
C -4.30 0.80 2.01 0.0109
Se 0.00 3.42 -1.12 0.0505
C 4.04 0.13 -0.21 -0.0017
H -0.20 3.13 4.19 0.0014
H -0.09 -1.05 2.42 0.0008
C -1.34 4.08 -0.03 0.0239
C -0.32 -0.49 -3.82 0.0133
C -0.58 2.89 3.20 0.0136
C 1.21 0.72 3.58 0.0018
H -5.15 1.21 2.55 0.0005
C 2.02 -3.62 1.85 -0.0036
H -0.84 3.80 2.67 0.0000
C -1.23 -1.39 -3.23 0.0019
H -1.48 2.28 3.30 -0.0001
H 1.74 1.27 4.36 -0.0005
H 2.39 3.40 3.25 -0.0003
H 1.93 3.91 1.64 0.0003
H 2.40 -4.52 -0.07 0.0000
C -1.93 -1.82 -5.57 0.0001
H 1.44 -2.57 3.63 0.0001
H -2.28 -1.92 2.00 0.0003
N -2.21 4.47 0.61 0.0045
H 2.66 -4.32 2.38 -0.0002
W 0.51 1.25 -0.09 1.7688
P 2.99 1.58 0.03 0.0066
C -3.02 -3.43 -2.42 -0.0007
C -2.02 -2.10 -4.18 0.0009
H -4.22 2.45 0.63 -0.0001
H -2.57 -2.38 -6.25 0.0001
I 1.24 0.43 -2.74 0.0277
H -1.01 -0.66 -7.11 0.0001
C -2.71 0.97 0.22 0.0136
C -0.22 -0.21 -5.15 0.0027
C 2.17 3.04 2.25 0.0010
H 1.86 -0.05 3.18 0.0000
```

As for the spin multiplicity: 3. The charge is +3. The expectation value of S² is 2.029. The LUMO energy (alpha / beta) is -10.81 / -10.73 eV.

=====

The molecule C2H4N4O. Source: the OMol25 dataset; level of theory: ωB97M-V with the def2-TZVPD basis set.

```
11
Properties=species:S:1:pos:R:3:nbo_charge:R:1
C -1.61 0.56 0.12 0.7482
H 0.85 -1.77 0.46 0.1880
O -1.94 1.67 -0.13 -0.5699
N -1.20 -1.74 0.11 -0.3361
N -2.04 -0.72 0.05 -0.4265
C 0.02 -1.23 0.13 0.1736
N 0.10 0.07 0.15 -0.3070
H 0.64 1.88 0.38 0.3758
H -3.07 -0.83 0.09 0.4192
H 1.72 0.75 0.88 0.3460
N 1.12 0.97 0.17 -0.6112
```

As for the spin multiplicity: 1. The charge is 0. Its structure (SMILES) is Nn1cn[nH]c1=O. The LUMO energy is 0.79 eV.

=====

A structure of composition C29H30N4PRuS. Source: the OMol25 dataset; level of theory: ωB97M-V with the def2-TZVPD basis set.

```
66
Properties=species:S:1:pos:R:3:lowdin_spin:R:1
H -4.71 1.33 -2.38 0.0074
H -2.04 -2.53 -2.85 0.0017
C -1.85 -3.20 -1.97 0.0053
H -1.40 2.23 8.79 0.0002
C 0.68 -0.10 -4.06 0.0074
C 1.57 -4.48 -1.10 0.0086
C -1.07 2.90 6.78 -0.0004
C -3.82 -0.43 0.40 0.1153
H -1.35 3.39 -2.52 0.0010
C -1.12 1.91 7.78 0.0039
C -0.73 0.60 7.45 -0.0005
C -0.42 1.33 5.16 0.0016
C -2.44 -0.73 0.04 0.0601
H 2.12 -5.45 -0.93 0.0003
C 0.39 -1.97 -1.64 0.0241
C 1.77 -2.06 -1.38 0.0146
H 1.45 -0.05 -6.07 0.0000
H 2.42 -1.17 -1.37 0.0012
H -2.10 -1.90 1.79 0.0221
C -2.79 0.52 -2.03 0.0137
C 3.91 1.05 -0.38 0.0320
H 2.55 -1.32 1.05 0.0040
H -2.48 0.85 -3.00 -0.0019
C 0.60 2.66 -4.18 0.0000
H 3.41 -3.41 -1.01 -0.0001
H -5.66 0.47 -0.27 -0.0025
Ru 0.77 0.75 0.55 3.2894
C -0.55 2.85 -2.03 0.0122
C 0.16 2.01 -3.05 0.0040
C 0.26 0.63 -2.96 0.0138
H -1.07 2.35 -1.22 0.0091
N 2.78 -0.36 1.22 0.0775
C 2.31 -3.32 -1.13 0.0012
H 0.17 3.63 -1.63 0.0003
H -2.15 -4.21 -2.32 0.0000
C -4.08 0.78 -1.68 0.1427
H -0.68 -0.14 8.22 -0.0001
C -1.60 -1.38 0.96 0.4894
H -0.65 -1.78 0.63 0.0378
N 4.99 1.34 -1.10 0.0216
C -1.94 -0.21 -1.19 0.1515
H -0.41 -5.23 -1.19 0.0001
H 4.96 2.05 -1.85 0.0016
N 0.16 0.84 2.68 0.0656
H 5.80 0.70 -1.11 0.0013
C -0.75 2.62 5.46 0.0027
N 3.91 -0.01 0.49 0.0099
H -2.48 -2.87 -1.18 0.0014
H -4.12 -0.81 1.36 0.0034
C -0.40 -3.17 -1.62 0.0084
C -0.16 0.99 3.78 0.0260
C -4.60 0.27 -0.48 0.0015
H 0.37 3.73 -4.22 -0.0001
C 0.18 -4.40 -1.27 0.0033
S 2.53 2.04 -0.61 0.1446
P -0.25 -0.26 -1.53 0.1450
H -0.14 -0.64 5.78 0.0001
H 1.45 2.47 -6.10 0.0004
H 2.82 -0.15 2.18 0.0028
C 1.16 1.91 -5.21 0.0063
C -0.38 0.33 6.10 0.0036
H -1.15 3.95 7.05 -0.0001
H 4.78 -0.46 0.71 0.0018
H 0.71 -1.15 -4.03 0.0004
H -0.64 3.36 4.65 0.0001
C 1.11 0.53 -5.21 0.0004
```

As for the spin multiplicity: 6. The charge is +2. The expectation value of S² is 8.795. The LUMO energy (alpha / beta) is -4.76 / -6.93 eV.

=====

A structure of composition C23H44AuN6Si2. Source: the OMol25 dataset; level of theory: ωB97M-V with the def2-TZVPD basis set.

```
76
Properties=species:S:1:pos:R:3:lowdin_spin:R:1
H 1.73 0.69 -2.33 0.0001
C -3.32 -3.22 -0.05 0.0061
N 0.95 1.11 -1.82 0.0198
H 1.67 -5.10 -1.01 -0.0002
H -5.29 2.80 1.95 0.0014
H 0.14 0.64 -2.23 0.0001
Si 1.88 -2.62 -1.07 0.0666
H 1.51 -4.55 2.54 -0.0001
C 2.48 -4.38 -0.99 0.0306
H 0.23 -1.44 -2.54 0.0002
C 2.78 3.31 -0.64 0.0001
H -0.28 4.26 -1.57 -0.0001
H -7.00 2.98 -1.30 -0.0001
C 2.14 -3.68 2.73 0.0346
H 1.74 4.95 0.13 0.0002
C -2.88 -1.93 0.04 0.0062
C -0.24 -1.80 3.29 0.0037
H 3.64 1.95 0.76 0.0000
C -4.78 2.38 1.09 0.0082
H 3.67 3.95 -0.63 0.0000
H 2.95 2.68 -2.70 0.0000
H 3.11 -4.57 -1.87 0.0044
H 2.37 -3.66 3.80 0.0053
C 0.86 2.56 -2.13 0.0016
C 3.38 -1.48 -1.08 0.0043
N 0.03 2.17 1.13 0.0457
H -2.70 -5.28 -0.05 0.0005
H 1.47 -2.26 -3.49 0.0002
C -3.56 1.80 1.25 0.0162
H -7.09 3.38 0.36 -0.0001
H -3.11 1.74 2.23 0.0016
H 3.13 -0.44 -1.30 -0.0004
H 1.91 0.31 2.48 0.0010
C 0.84 -2.34 -2.60 0.0034
H 2.17 4.22 -2.46 0.0000
C 2.24 3.20 -2.05 0.0000
H 4.05 -1.81 -1.88 0.0003
H 3.95 -1.52 -0.15 0.0000
H -0.30 4.17 0.70 0.0002
H -0.92 -2.66 3.27 0.0001
N -1.57 -1.62 0.17 0.0973
H 0.06 -1.65 4.33 0.0000
H 0.89 1.86 1.58 0.0086
C -4.65 1.82 -1.25 0.0078
C -2.39 -4.25 0.01 0.0020
H -0.53 2.50 1.91 0.0010
Au -0.90 0.33 0.52 0.5462
C -1.05 -3.94 0.14 0.0295
H -3.56 -1.10 0.02 -0.0001
H 3.27 -0.63 1.78 0.0000
N -2.87 1.24 0.23 0.2256
N 3.30 1.95 -0.20 -0.0003
C 1.77 3.88 0.35 0.0010
H 3.08 -3.82 2.19 0.0000
H 2.14 3.82 1.38 0.0001
H 2.57 1.22 -0.29 0.0000
H -0.30 -4.72 0.20 0.0034
C -0.64 -2.60 0.23 0.1030
C 0.77 -2.26 0.43 0.6086
H 2.90 -0.72 3.49 0.0013
H -5.04 1.80 -2.26 0.0014
H 0.50 2.70 -3.16 0.0009
H -1.11 2.77 -1.24 -0.0008
Si 1.28 -2.10 2.25 0.0750
C -5.38 2.42 -0.19 -0.0045
N -6.57 2.97 -0.39 -0.0065
H 4.08 1.66 -0.80 0.0000
H -4.38 -3.42 -0.15 0.0005
C -0.13 3.25 -1.20 0.0001
H 0.16 -3.18 -2.76 0.0002
H -2.87 0.78 -1.80 0.0018
C 2.45 -0.64 2.50 0.0131
H -0.82 -0.92 3.00 0.0034
C -3.43 1.26 -1.00 0.0165
H 3.09 -4.57 -0.11 -0.0002
C 0.32 3.39 0.26 0.0024
```

As for the spin multiplicity: 3. The charge is +3. The expectation value of S² is 2.009. The LUMO energy (alpha / beta) is -7.59 / -10.99 eV.

=====

The molecule C4H9NO. Source: the OMol25 dataset; level of theory: ωB97M-V with the def2-TZVPD basis set.

```
15
Properties=species:S:1:pos:R:3:nbo_charge:R:1
H -0.69 1.72 0.58 0.2140
H -2.69 -0.54 -0.40 0.2065
H -2.45 1.86 0.17 0.2107
C -0.64 -1.10 -0.25 -0.0737
H -1.99 -0.35 1.28 0.2038
C 2.39 0.54 0.15 -0.1550
H -0.81 -2.13 0.16 0.1813
H 2.55 0.58 1.36 0.1966
C -1.54 1.31 -0.06 -0.6198
H 3.07 1.03 -0.58 0.2009
C -1.81 -0.20 0.17 -0.4234
O 0.55 -0.70 0.42 -0.4169
H -1.24 1.54 -1.16 0.2074
H -0.50 -1.22 -1.32 0.1942
N 1.43 -0.04 -0.49 -0.1267
```

As for the spin multiplicity: 1. The charge is 0. Its structure (SMILES) is C=NOCCC. The LUMO energy is 1.19 eV.

=====

A cluster of 2 separate species, C4H7N3 in total. Source: the OMol25 dataset; level of theory: ωB97M-V with the def2-TZVPD basis set.

```
14
Properties=species:S:1:pos:R:3:nbo_charge:R:1
N 0.36 -1.06 -0.31 0.0313
H -2.18 0.33 1.00 0.2475
H 0.37 0.88 -1.76 0.2656
C 2.51 0.12 -0.67 -0.0776
C -0.41 1.12 -1.00 -0.6457
N 0.55 -2.20 0.15 -0.2490
C -0.37 -0.06 -0.02 0.3405
H -1.22 1.27 -1.59 0.2317
H -1.17 -0.86 1.83 0.2411
H -0.49 0.67 1.88 0.2771
H 0.37 -3.06 -0.30 0.3718
C -1.13 0.02 1.24 -0.6756
N 2.99 0.90 0.00 -0.5911
H -0.20 1.94 -0.47 0.2323
```

As for the spin multiplicity: 1. The charge is 0. The LUMO energy (alpha / beta) is -2.45 / -2.47 eV.

=====

A structure of composition C4H16BrCdO4. Source: the OMol25 dataset; level of theory: ωB97M-V with the def2-TZVPD basis set.

```
26
Properties=species:S:1:pos:R:3:nbo_charge:R:1
H 1.42 2.06 0.22 0.4432
H 0.52 4.19 1.49 0.4450
C 0.85 -2.60 1.75 -0.0572
O 2.09 2.42 -0.38 -0.9280
H -0.17 -1.18 0.91 0.4548
H 2.62 1.66 -0.65 0.4858
O -0.21 -2.14 0.90 -0.7176
Cd -1.54 0.61 4.09 1.4748
H -3.10 0.32 -3.40 0.2258
C -1.36 1.11 -2.33 -0.0712
H -1.12 2.04 -2.85 0.1730
H 0.52 -2.44 2.79 0.1178
O 1.34 4.66 1.66 -0.9338
H 1.93 -4.45 2.04 0.2210
H -1.73 1.42 -0.48 0.4402
C 1.14 -4.04 1.41 -0.6336
H 0.31 -4.74 1.50 0.2237
H 1.77 -2.01 1.71 0.1661
H -1.54 0.14 -4.25 0.2175
H 1.96 4.31 1.01 0.4886
Br -0.48 1.43 1.93 -0.4728
H -0.41 0.69 -1.98 0.1527
H 1.51 -4.07 0.38 0.2253
H -1.98 -0.90 -2.93 0.2071
C -2.04 0.13 -3.28 -0.6321
O -2.30 1.39 -1.26 -0.7164
```

As for the spin multiplicity: 1. The charge is +1. The LUMO energy is -9.27 eV.

=====

A structure of composition C4H2O2. Source: the OMol25 dataset; level of theory: ωB97M-V with the def2-TZVPD basis set.

```
8
Properties=species:S:1:pos:R:3:nbo_charge:R:1
H -2.31 -0.42 -0.58 0.1644
O -1.35 0.95 0.53 -0.5120
C -0.48 -1.46 0.03 -0.0996
C 1.46 0.34 0.00 0.3308
H 1.04 1.30 0.35 0.1753
C -1.44 -0.13 0.01 0.4193
C 0.45 -0.67 -0.20 -0.0208
O 2.63 0.08 -0.13 -0.4574
```

As for the spin multiplicity: 1. The charge is 0. The LUMO energy is -0.69 eV.

=====

One value per record, in order, for relative energy (zero: lowest compared OMol25 entry of this formula, charge and spin): 532.8 0.0 67.0 0.0 69.1 304.7 5.3 0.0 332.4 633.0 0.0 227.3 kJ/mol.